Molecular formula: C6H13NP
Method: DFT, the ωB97M-V functional and the def2-TZVPD basis

Last column: Mulliken charge in e.
Geometry (Å):
H  1.50  0.93  -2.55  0.33
H  2.56  -0.69  2.40  0.38
C  0.11  0.67  0.23  -0.23
H  2.06  0.90  2.31  0.33
H  1.71  -2.43  0.90  0.39
C  1.14  -0.30  0.75  1.22
H  -1.11  2.57  -0.64  0.11
H  -2.74  0.45  -0.98  -0.05
H  0.37  -2.17  -0.16  0.38
C  -3.77  0.33  -0.88  -0.76
N  1.12  0.32  -0.64  -0.04
P  -1.17  1.71  0.57  -0.02
H  2.54  -0.30  -1.86  0.28
C  2.33  0.09  1.62  -1.18
H  3.20  0.40  1.01  0.32
C  0.74  -1.76  0.79  -1.51
H  0.09  -2.02  1.53  0.39
H  -4.12  1.10  -0.19  0.28
C  1.74  0.40  -1.72  -0.14
H  -3.91  -0.72  -0.65  0.27
H  -4.39  0.52  -1.84  0.27

Summary:
Frontier orbital gap: 8.34 eV
Total charge: +1
Energy relative to the best compared isomer or geometry (same formula, charge and spin): 2.900 eV
LUMO level: -5.700 eV